A gas-phase ion, C6H8N (charge +1). Source: the OMol25 dataset; level of theory: ωB97M-V/def2-TZVPD.

For the HOMO energy (spin up / spin down), the calculation gives -13.3750 / -13.2792 eV. The total energy is -287.64486 hartree. Its total charge is +1. The SMILES is C#CC#C[NH+](C)C. The value obtained for the gap between HOMO and LUMO (spin up / spin down) is 8.19 / 8.10 eV.

The geometry in XYZ format:
```
15
Properties=species:S:1:pos:R:3:nbo_charge:R:1
C -0.46 -3.99 -0.82 0.047
C -0.54 -2.86 -0.40 -0.218
C -0.22 -1.59 -0.08 0.086
C -0.73 -0.21 0.13 0.111
N -0.33 1.05 0.43 -0.422
C 0.97 0.92 1.15 -0.398
C -0.28 1.85 -0.90 -0.388
H -0.25 -5.05 -1.11 0.280
H -0.95 1.49 1.06 0.449
H 1.63 0.35 0.51 0.244
H 1.31 1.82 1.53 0.237
H 0.60 0.17 1.89 0.242
H 0.18 2.76 -0.67 0.225
H 0.41 1.30 -1.65 0.264
H -1.34 1.98 -1.07 0.243
```